Formula: C40H35NP2PdS3
Source: the OMol25 dataset
Level of theory: ωB97M-V/def2-TZVPD

XYZ file:
```
82
Properties=species:S:1:pos:R:3
Pd -1.18186 -1.34120 -0.69879
C 2.42999 -5.63184 0.14341
C 3.26941 -4.70978 -0.69661
C 4.53607 -5.10124 -1.11452
C 5.33528 -4.26322 -1.88054
C 4.85356 -3.01573 -2.24599
C 3.59015 -2.61350 -1.83727
C 2.78394 -3.43239 -1.04367
P 1.03822 -2.95025 -0.61840
C 0.85191 -1.28911 -1.41302
C 0.05238 -1.34069 -2.59804
C -0.10364 -0.21694 -3.42707
C 0.52942 0.96174 -3.11021
C 1.32059 1.02568 -1.95951
C 1.48352 -0.04427 -1.10103
C 2.30183 0.17810 0.13816
C 1.24198 -2.59611 1.17350
C 2.46002 -2.64126 1.83701
C 2.59340 -2.19746 3.14827
C 1.47378 -1.67016 3.78963
C 0.24337 -1.67052 3.16910
C 0.05673 -2.20208 1.86849
C -1.24790 -2.33787 1.28131
H 2.84128 -6.64349 0.14903
H 1.40537 -5.65595 -0.23650
H 2.37433 -5.26799 1.17230
H 4.90353 -6.08475 -0.83490
H 6.32576 -4.58168 -2.18651
H 5.46355 -2.35019 -2.84717
H 3.21336 -1.64176 -2.13446
H -0.28815 -2.31011 -2.94484
H -0.71551 -0.29020 -4.32013
H 0.39225 1.84445 -3.72450
H 1.80497 1.96152 -1.70237
H 2.80618 1.14469 0.07818
H 3.04498 -0.60333 0.28476
H 1.64666 0.18671 1.01384
H 3.34982 -2.96289 1.30617
H 3.56093 -2.21050 3.63787
H 1.57065 -1.27602 4.79725
H -0.62540 -1.28003 3.68931
H -2.06698 -2.06534 1.94688
H -1.40233 -3.32040 0.82764
S -4.88729 -3.58108 -0.18705
C -3.40856 -3.69893 -1.13977
N -2.95591 -2.59807 -1.61611
C -3.81259 -1.53758 -1.33258
C -3.69645 -0.24065 -1.83781
C -4.67123 0.68612 -1.52191
C -5.75949 0.34136 -0.72026
C -5.91110 -0.94693 -0.23582
C -4.94179 -1.88247 -0.56506
H -2.90120 -4.65029 -1.21397
H -2.83911 0.02386 -2.44069
H -4.56189 1.70615 -1.86412
H -6.49797 1.09271 -0.46712
H -6.75936 -1.21708 0.38167
S -3.02208 4.13475 -1.26153
P -1.69895 3.29560 -0.04164
S -1.47548 1.33548 0.11572
C -2.00363 4.00396 1.63730
C -2.35677 3.17306 2.69263
C -2.64490 3.71469 3.93972
C -2.57630 5.08601 4.13632
C -2.22476 5.92050 3.08206
C -1.94699 5.38100 1.83564
C -0.04072 4.00403 -0.40534
C 0.22286 4.52369 -1.66817
C 1.50329 4.93868 -2.00568
C 2.53184 4.83862 -1.07876
C 2.27309 4.31884 0.18369
C 0.99492 3.89879 0.51837
H -2.38736 2.10422 2.51510
H -2.92174 3.06187 4.75989
H -2.79052 5.50540 5.11363
H -2.18216 6.99341 3.23555
H -1.69142 6.02131 0.99895
H -0.59810 4.59388 -2.37200
H 1.70437 5.32779 -2.99766
H 3.53608 5.15294 -1.33964
H 3.08125 4.22179 0.89996
H 0.80074 3.45995 1.49044
```

Properties
- energy (eV) = -98103.8312
- net charge = -2
- energy above the lowest of the compared OMol25 structures with the same formula, charge and spin (kJ/mol) = 0.0
- HOMO energy (eV) = 0.0

Formula: CIN4
Source: the OMol25 dataset
Level of theory: ωB97M-V/def2-TZVPD

XYZ file:
```
6
Properties=species:S:1:pos:R:3
C -0.51981 0.23973 -0.24324
N -0.49029 -0.90078 0.43709
N 0.88771 0.71405 -0.24211
N 0.70886 -1.09521 0.79083
N 1.48431 -0.15816 0.39802
I -2.07078 1.20037 -1.14059
```

Properties
- energy (eV) = -15082.8585
- net charge = +1
- energy above the lowest of the compared OMol25 structures with the same formula, charge and spin (kJ/mol) = 174.4
- HOMO energy (alpha / beta) (eV) = -16.8 / -16.8

Formula: C6H9N3O3
Source: the OMol25 dataset
Level of theory: ωB97M-V/def2-TZVPD

XYZ file:
```
21
Properties=species:S:1:pos:R:3
C 3.32353 -0.12433 0.03281
C 2.43635 -1.14638 -0.09026
C -1.40024 0.37679 1.51046
C -1.68243 1.01747 0.04691
C -1.17669 -0.08090 -0.90452
C -0.12525 -0.86655 -0.22921
N 2.75416 1.02676 -0.18949
N 1.47649 0.82064 -0.38391
N 1.24487 -0.43915 -0.28796
O -0.66176 -0.81467 1.34906
O -1.08752 2.20003 -0.16951
O -2.25118 -0.91100 -1.43290
H 4.47818 -0.22971 0.01033
H 2.51187 -2.20198 -0.07484
H -0.78927 1.15325 1.99826
H -2.33776 0.16475 2.18704
H -2.77481 0.94380 -0.13024
H -0.82963 0.40694 -1.85408
H -0.15842 -2.00987 -0.41822
H -0.15346 1.88183 -0.30124
H -2.79702 -1.16772 -0.66851
```

Properties
- 2S+1 = 3
- energy (eV) = -16973.0958
- energy above the lowest of the compared OMol25 structures with the same formula, charge and spin (kJ/mol) = 141.2
- HOMO energy (alpha / beta) (eV) = -6.3 / -9.6

Formula: C8H5LuNO5
Source: the OMol25 dataset
Level of theory: ωB97M-V/def2-TZVPD

XYZ file:
```
20
Properties=species:S:1:pos:R:3
O 1.77044 -4.93706 0.86120
C 1.07529 -4.18351 0.46643
Lu -1.51492 -0.63829 -1.04510
O -2.78165 -3.75168 -2.56572
C -2.35882 -2.78948 -2.07753
C -2.86090 0.70956 -2.13522
O -3.48699 1.51464 -2.65144
C 0.07039 -1.18195 -2.79826
O 0.95424 -1.27707 -3.59669
C -2.71515 -1.43485 0.94577
O -3.26718 -1.74572 1.94539
C 1.99425 2.42754 2.35653
C 1.78568 2.41223 0.85294
C 0.96386 1.35073 0.30615
N 0.19038 0.60028 -0.15282
H 1.04128 2.44161 2.88554
H 2.61218 3.25810 2.73356
H 2.42906 1.48898 2.69995
H 1.34471 3.35545 0.58073
H 2.75384 2.38051 0.38860
```

Properties
- energy (eV) = -53691.4386
- net charge = +3
- HOMO energy (eV) = -21.6

Formula: C5HBr2F7O
Source: the OMol25 dataset
Level of theory: ωB97M-V/def2-TZVPD

XYZ file:
```
16
Properties=species:S:1:pos:R:3
C 1.39989 -0.14987 -0.11545
C 0.73642 0.97054 0.77275
C -0.85479 0.64960 0.88346
C -1.39850 0.23958 -0.50382
C -0.70328 -1.11934 -1.01135
O 1.98514 -1.07668 0.69007
F 1.27100 1.00559 1.99085
F 0.82796 2.19534 0.13642
F -1.55106 1.75204 1.33104
F -0.99402 -0.31397 1.77846
F -0.93758 1.12602 -1.38550
F -2.72089 0.22009 -0.52020
F -0.50114 -1.18092 -2.29753
Br 2.39692 0.22774 -1.62002
Br -1.28549 -2.71281 -0.20734
H 2.32942 -1.83298 0.07815
```

Properties
- energy (eV) = -166352.7047
- energy above the lowest of the compared OMol25 structures with the same formula, charge and spin (kJ/mol) = 0.0
- HOMO energy (alpha / beta) (eV) = -9.0 / -8.8

Formula: C4H6FI
Source: the OMol25 dataset
Level of theory: ωB97M-V/def2-TZVPD

XYZ file:
```
12
Properties=species:S:1:pos:R:3
C 0.67776 -0.31260 -0.43325
C 3.74022 1.02172 0.56103
C 0.33579 1.18291 -0.16964
C -0.07738 -1.34741 0.43043
F 4.95060 1.27430 0.19735
I 2.75726 -0.53205 -0.60475
H 0.47131 1.85919 -1.04454
H 0.85797 1.55153 0.67560
H -0.84461 1.22911 -0.07782
H -0.35604 -2.26546 -0.20153
H -1.04818 -0.98556 0.80727
H 0.49793 -1.75293 1.22584
```

Properties
- energy (eV) = -15056.0015
- energy above the lowest of the compared OMol25 structures with the same formula, charge and spin (kJ/mol) = 582.4
- HOMO energy (alpha / beta) (eV) = -6.9 / -7.9

Listing max |F| for the structures above in their given order: 0.67, 6.22, 6.46, 9.97, 3.93, 3.95 eV/A.